# 1
Entry from the Open Molecules 2025 dataset: a structure of composition C40H34BN4O6RuS3 in a non-equilibrium geometry (ωB97M-V/def2-TZVPD).

Geometry as XYZ:
```
89
Properties=species:S:1:pos:R:3:lowdin_spin:R:1
Ru 0.0655 -0.1098 -0.7072 3.45
O -1.1585 1.1227 3.0570 0.01
S -0.3908 0.5259 2.0285 0.01
O -0.9973 -0.5945 1.2846 0.07
O -2.3189 1.8838 0.2889 0.00
O 0.4004 1.3665 1.1340 0.06
B -1.3736 0.5022 -4.2679 0.00
N -2.1486 0.8979 -2.9839 0.00
C -3.4291 1.2547 -2.9644 0.01
C -3.7653 1.7078 -1.7010 0.00
C -2.5780 1.5765 -0.9904 0.02
N -1.5925 1.0831 -1.7508 0.08
N -0.2847 -0.5724 -3.9307 0.01
C 0.5703 -1.0684 -4.8184 0.01
C 1.3655 -2.0340 -4.2140 0.00
C 0.9010 -2.0408 -2.9071 0.01
N -0.0936 -1.1725 -2.7217 0.06
H -2.1889 0.0258 -5.0275 0.00
H -0.8021 1.4683 -4.7426 0.00
H -4.0264 1.1874 -3.8605 0.00
H -4.7162 2.0795 -1.3556 0.00
H -3.1406 2.0587 0.7564 0.00
H 0.5623 -0.7187 -5.8404 0.00
H 2.1552 -2.6229 -4.6522 0.00
H 2.0147 -3.3447 -2.0877 0.00
C -0.3049 -6.8096 2.7474 0.00
C 0.1980 -5.3999 2.5689 0.01
C -0.2769 -4.3597 3.3605 0.00
C 0.1644 -3.0555 3.1786 0.01
C 1.1097 -2.7990 2.1990 0.03
C 1.6200 -3.8212 1.4143 0.01
C 1.1595 -5.1113 1.6005 0.00
S 1.7603 -1.1623 1.8620 0.13
O 0.8333 -0.2952 2.8954 0.02
C 3.3196 -1.1873 2.5285 0.13
C 3.3532 -1.5865 3.9096 0.02
C 4.4411 -2.1675 4.4399 0.02
C 5.4994 -2.6093 3.5609 0.04
C 6.4710 -3.5190 4.0074 0.00
C 7.4129 -4.0372 3.1485 0.04
C 7.3971 -3.6553 1.8034 0.00
C 6.4688 -2.7440 1.3537 0.04
C 5.5107 -2.1737 2.2177 0.02
C 4.5191 -1.2027 1.7187 0.27
C 4.9692 -0.3808 0.5918 0.03
C 6.3810 0.0200 0.6974 0.03
C 6.9975 0.1193 1.9684 0.00
C 8.3268 0.4131 2.0991 0.01
C 9.1227 0.6213 0.9564 -0.01
C 8.5393 0.6207 -0.2794 0.01
C 7.1552 0.3697 -0.4294 0.00
C 6.5076 0.5150 -1.6827 0.06
C 5.1581 0.4151 -1.7357 0.00
C 4.3696 0.0244 -0.6118 0.11
S 2.6375 0.1707 -1.0512 0.09
O 1.3090 -2.7457 -1.8247 0.02
C 2.5085 1.9346 -1.3072 0.01
C 3.2218 2.8508 -0.5500 0.00
C 3.0908 4.2071 -0.8147 0.00
C 2.2548 4.6725 -1.8246 0.00
C 2.1470 6.1429 -2.1395 0.00
C 1.5297 3.7387 -2.5593 0.00
C 1.6605 2.3817 -2.3169 0.01
H -1.1439 -6.8435 3.4415 0.00
H 0.4830 -7.4586 3.1361 0.00
H -0.6330 -7.2267 1.7939 0.00
H -1.0120 -4.5682 4.1302 0.00
H -0.2273 -2.2500 3.7846 0.00
H 2.3944 -3.6071 0.6835 0.00
H 1.5534 -5.9138 0.9852 0.00
H 2.4792 -1.3916 4.5231 0.00
H 4.4932 -2.3943 5.4985 0.00
H 6.4537 -3.8252 5.0484 0.00
H 8.1493 -4.7472 3.5062 0.00
H 8.1147 -4.0772 1.1093 0.00
H 6.4731 -2.4552 0.3085 0.00
H 6.3968 -0.0296 2.8567 0.00
H 8.7636 0.4915 3.0867 0.00
H 10.1839 0.8095 1.0602 0.00
H 9.1255 0.8365 -1.1662 0.00
H 7.0815 0.7718 -2.5664 0.00
H 4.6399 0.6301 -2.6630 0.00
H 3.8700 2.5090 0.2489 0.00
H 3.6479 4.9178 -0.2140 0.00
H 2.7645 6.7373 -1.4667 0.00
H 1.1151 6.4898 -2.0527 0.00
H 2.4731 6.3413 -3.1623 0.00
H 0.8662 4.0746 -3.3498 0.00
H 1.1136 1.6733 -2.9276 0.00
```

The value obtained for the orbital gap (spin up / spin down) is 5.92 / 6.46 eV. The calculation puts the energy relative to the best compared isomer or geometry (same formula, charge and spin) at 30.6 kcal per mole. The calculation puts the HOMO energy (spin up / spin down) at -5.664 / -7.597 eV. The largest force on an atom comes out at 1.1 eV Å⁻¹. The calculated total energy is -3529.3297 Ha. As for the spin multiplicity: 6. The lowest unoccupied orbital energy (spin up / spin down) is 0.3 / -1.1 eV. Its expectation value of S² is 8.781.


# 2
Entry from the Open Molecules 2025 dataset: a structure of composition C31H33N3O3RuS2 (ωB97M-V/def2-TZVPD).

Geometry as XYZ:
```
73
Properties=species:S:1:pos:R:3:mulliken_charge:R:1
Ru 0.1434 0.1885 0.4653 0.36
C -0.0086 -1.7818 7.1323 -1.55
C -1.3272 -1.6574 6.3513 1.81
C -2.2272 -0.6027 7.0147 -1.55
C -2.0456 -3.0059 6.3686 -2.09
C -1.0064 -1.1991 4.9389 0.37
C -0.3514 0.0161 4.7212 -1.01
C -0.0583 0.4293 3.4436 -0.76
N -0.3817 -0.3043 2.3704 0.19
C -1.0123 -1.4812 2.5449 -0.66
C -1.3329 -1.9434 3.8068 0.27
C -1.2992 -2.2038 1.2895 0.33
C -1.9025 -3.4370 1.2046 -0.45
C -2.1228 -4.0418 -0.0385 0.23
C -1.7010 -3.3363 -1.1640 -0.61
C -1.1012 -2.1027 -1.0228 -0.80
N -0.9068 -1.5428 0.1752 -0.04
C -2.7899 -5.4046 -0.1133 1.79
C -4.1757 -5.3102 0.5447 -1.51
C -2.9552 -5.8825 -1.5552 -2.17
C -1.9175 -6.4138 0.6523 -1.52
H -0.2231 -2.1083 8.1498 0.46
H 0.5211 -0.8310 7.1952 0.34
H 0.6554 -2.5160 6.6735 0.38
H -2.4615 -0.9184 8.0312 0.46
H -3.1667 -0.4861 6.4719 0.38
H -1.7412 0.3714 7.0761 0.35
H -2.2521 -3.2865 7.4006 0.41
H -1.4349 -3.8002 5.9340 0.43
H -3.0039 -2.9647 5.8463 0.44
H -0.0608 0.6487 5.5473 0.52
H 0.4533 1.3640 3.2542 0.60
H -1.8370 -2.8916 3.9090 0.64
H -2.2057 -3.9431 2.1092 0.61
H -1.8338 -3.7354 -2.1577 0.59
H -0.7618 -1.5328 -1.8786 0.63
H -4.8112 -4.5902 0.0268 0.38
H -4.1155 -5.0246 1.5958 0.33
H -4.6618 -6.2845 0.4974 0.45
H -3.5866 -5.2096 -2.1383 0.44
H -3.4370 -6.8594 -1.5528 0.42
H -1.9947 -5.9958 -2.0612 0.44
H -1.8023 -6.1443 1.7029 0.33
H -0.9251 -6.4959 0.2066 0.38
H -2.3876 -7.3962 0.6138 0.46
O 2.2915 -0.6275 1.3743 -0.60
S 2.9404 0.6945 1.3439 1.21
O 3.3405 1.2878 2.5662 -0.58
N 1.7697 1.5057 0.4717 -0.69
C 2.0299 1.1066 -0.8158 1.80
O 1.0435 0.6437 -1.4296 -0.53
C 3.4586 0.9781 -1.1391 -0.08
C 4.1339 0.9758 -2.3432 -0.58
C 5.5117 0.7760 -2.3066 -0.64
C 6.1815 0.5624 -1.1068 -0.54
C 5.4996 0.5336 0.1097 -0.72
C 4.1440 0.7506 0.0568 0.17
H 3.6160 1.1453 -3.2772 0.53
H 6.0730 0.7881 -3.2306 0.43
H 7.2519 0.4095 -1.1163 0.43
H 6.0122 0.3498 1.0438 0.49
S -1.5420 1.4177 0.3550 -0.26
C -1.5960 2.7650 -0.6929 1.14
C -2.8992 3.2877 -0.8505 -0.69
C -3.1029 4.3724 -1.6751 -0.75
C -2.0157 4.9599 -2.3146 -0.35
C -0.7201 4.4719 -2.1316 -0.78
C -0.5006 3.3767 -1.3299 -0.01
H -3.7280 2.8276 -0.3273 0.44
H -4.0983 4.7698 -1.8132 0.41
H -2.1733 5.8201 -2.9519 0.41
H 0.1130 4.9635 -2.6143 0.44
H 0.4964 3.0226 -1.1508 0.40
```

The value obtained for the orbital gap is 6.38 eV. The calculation puts the energy relative to the best compared isomer or geometry (same formula, charge and spin) at 0.0 kcal per mole. The calculation puts the HOMO energy at -14.856 eV. The largest force on an atom comes out at 0.6 eV Å⁻¹. The calculated total energy is -2481.8503 Ha. As for the charge: +2. The lowest unoccupied orbital energy is -8.5 eV.


# 3
Entry from the Open Molecules 2025 dataset: the ion C3H8FN2 with charge +1 in a non-equilibrium geometry (ωB97M-V/def2-TZVPD).

Geometry as XYZ:
```
14
Properties=species:S:1:pos:R:3:mulliken_charge:R:1
C -1.2403 0.4856 0.2201 0.14
C 1.8982 -0.2601 -0.5577 -1.09
C 0.9832 -0.3428 0.7340 0.24
N -2.3756 0.5521 -0.4252 -0.28
N -0.4800 -0.5192 0.3161 -0.19
F 1.1102 0.8631 1.2732 -0.29
H -0.7716 1.4656 0.3753 0.35
H 2.0995 0.7631 -0.6583 0.37
H 2.7644 -0.8542 -0.4287 0.31
H 1.3364 -0.6479 -1.3807 0.35
H 1.2429 -1.1247 1.4568 0.38
H -3.0154 1.3132 -0.3578 0.25
H -2.7170 -0.2348 -0.8754 0.21
H -0.8346 -1.4590 0.3084 0.26
```

The value obtained for the orbital gap is 11.93 eV. The calculation puts the energy relative to the best compared isomer or geometry (same formula, charge and spin) at 18.9 kcal per mole. The calculation puts the HOMO energy at -15.692 eV. The largest force on an atom comes out at 3.9 eV Å⁻¹. The calculated total energy is -328.2271 Ha. As for the charge: +1. The lowest unoccupied orbital energy is -3.8 eV.